1.
A single C5H4N2 molecule in a non-equilibrium geometry. Source: the Open Molecules 2025 dataset; level of theory: wB97M-V/def2-TZVPD.

Each line ends with the natural charge from an NBO analysis.
Geometry (Å):
H 1.68 0.58 -2.61  0.3421
N 0.93 0.07 -2.13  -0.5791
C 0.92 0.34 -0.89  0.1206
C -0.15 -0.26 -0.03  -0.1492
C -0.63 0.58 1.06  -0.0480
C -0.91 1.18 2.07  -0.2036
C -0.50 -1.66 0.09  0.0887
N -1.09 -1.20 -0.91  -0.2037
H 1.58 1.07 -0.40  0.1694
H -1.20 1.73 2.94  0.2409
H -0.64 -2.43 0.82  0.2218

Values from the calculation:
HOMO energy, eV: -9.38
Lowest unoccupied orbital energy, hartree: 0.03100
Energy above the lowest of the compared OMol25 structures with the same formula, charge and spin, kcal per mole: 103.2
Structure (SMILES): [H]/N=C/[C@]1(C#C)C=N1


2.
A single C5H4N2 molecule. Source: the Open Molecules 2025 dataset; level of theory: wB97M-V/def2-TZVPD.

Each line ends with the natural charge from an NBO analysis.
Geometry (Å):
C 0.06 1.41 0.39  -0.0481
C -0.78 0.88 -0.62  -0.1207
C -0.29 -0.51 -0.63  -0.0941
C -0.26 -0.11 0.80  -0.0108
N 1.07 0.52 0.90  -0.5629
N 0.94 -1.14 -1.23  -0.2597
C -0.18 -1.61 -1.53  0.0676
H -0.16 2.34 0.92  0.2127
H -0.88 -0.32 1.66  0.2385
H 1.30 0.78 1.86  0.3649
H -0.56 -2.30 -2.28  0.2125

Values from the calculation:
HOMO energy, eV: -8.23
Lowest unoccupied orbital energy, hartree: 0.03192
Energy above the lowest of the compared OMol25 structures with the same formula, charge and spin, kcal per mole: 161.6


3.
A single C5H4N2 molecule in a non-equilibrium geometry. Source: the Open Molecules 2025 dataset; level of theory: wB97M-V/def2-TZVPD.

Each line ends with the natural charge from an NBO analysis.
Geometry (Å):
C -2.12 0.95 2.27  0.0524
C -1.38 0.44 1.38  -0.5682
C -0.55 0.00 0.42  0.3474
C 0.84 0.51 0.18  -0.5603
C 1.16 -0.23 -1.12  0.0641
N 0.22 -1.03 -1.48  -0.1999
N -0.82 -0.83 -0.60  -0.3738
H 0.68 1.59 0.42  0.3049
H 1.59 0.22 0.92  0.2813
H 2.11 -0.35 -1.64  0.2234
H -1.72 -1.28 -0.75  0.4286

Values from the calculation:
HOMO energy (spin up / spin down), eV: -9.39 / -9.39
Lowest unoccupied orbital energy (spin up / spin down), hartree: -0.02456 / -0.02455
Energy above the lowest of the compared OMol25 structures with the same formula, charge and spin, kcal per mole: 108.5


4.
A single C5H4N2 molecule in a non-equilibrium geometry. Source: the Open Molecules 2025 dataset; level of theory: wB97M-V/def2-TZVPD.

Each line ends with the natural charge from an NBO analysis.
Geometry (Å):
H 1.56 2.43 -1.09  0.3315
N 1.54 1.43 -0.94  -0.5510
C 0.51 1.24 -0.23  0.1130
C 0.24 -0.22 0.13  -0.1235
C -1.07 -0.76 -0.34  -0.0516
C -2.18 -1.16 -0.64  -0.2154
C 0.75 -0.90 1.31  0.0885
N 1.50 -1.09 0.33  -0.2303
H -0.21 1.99 0.13  0.1712
H -3.13 -1.56 -0.97  0.2443
H 0.45 -1.35 2.25  0.2234

Values from the calculation:
HOMO energy, eV: -9.52
Lowest unoccupied orbital energy, hartree: 0.02652
Energy above the lowest of the compared OMol25 structures with the same formula, charge and spin, kcal per mole: 105.5
Structure (SMILES): [H]/N=C/[C@]1(C#C)C=N1


5.
2 unconnected molecules or ions with the total composition C5H4N2O2 in a non-equilibrium geometry. Source: the Open Molecules 2025 dataset; level of theory: wB97M-V/def2-TZVPD.

Each line ends with the natural charge from an NBO analysis.
Geometry (Å):
C -2.55 -0.51 0.29  0.0740
C 0.42 -0.16 2.39  0.6688
C 1.65 2.70 2.69  0.8654
C 1.11 0.60 1.51  -0.1227
C 1.23 0.32 0.02  -0.5839
N -2.38 0.44 0.90  -0.3045
N 1.52 1.91 1.81  -0.5391
O 0.16 -0.96 3.21  -0.4419
O 1.98 3.54 3.39  -0.4948
H -2.63 -1.45 -0.21  0.2315
H 1.29 -0.78 -0.23  0.2092
H 2.00 0.85 -0.35  0.2256
H 0.41 0.66 -0.43  0.2124

Values from the calculation:
HOMO energy, eV: -8.31
Lowest unoccupied orbital energy, hartree: 0.02109
Energy above the lowest of the compared OMol25 structures with the same formula, charge and spin, kcal per mole: 70.1


6.
A single C5H4N2OS2 molecule in a non-equilibrium geometry. Source: the Open Molecules 2025 dataset; level of theory: wB97M-V/def2-TZVPD.

Each line ends with the natural charge from an NBO analysis.
Geometry (Å):
C 0.62 0.87 -1.20  -0.2607
C 1.45 0.04 -0.53  -0.0439
C 0.74 -0.33 0.71  0.2141
C 1.32 -1.04 1.68  -0.2889
C -0.66 0.96 -0.50  0.0295
N 2.64 -0.43 -0.62  0.0361
N 3.73 -0.78 -0.66  0.0811
O -0.53 0.31 0.72  -0.4596
S 0.41 -1.86 2.88  0.1114
S -2.05 0.17 -1.55  -0.1147
H 0.92 1.48 -1.97  0.2229
H -0.94 1.92 -0.37  0.1942
H 1.35 -2.66 3.43  0.1367
H -2.05 -1.04 -0.94  0.1416

Values from the calculation:
HOMO energy (spin up / spin down), eV: -8.23 / -7.20
Lowest unoccupied orbital energy (spin up / spin down), hartree: -0.01783 / -0.06912
Energy above the lowest of the compared OMol25 structures with the same formula, charge and spin, kcal per mole: 103.8


7.
2 unconnected molecules or ions with the total composition C5H4N2S. Source: the Open Molecules 2025 dataset; level of theory: wB97M-V/def2-TZVPD.

Each line ends with the natural charge from an NBO analysis.
Geometry (Å):
N -1.82 2.02 0.87  -0.3340
C -1.90 1.08 0.23  0.2778
C -1.98 -0.05 -0.60  -0.5773
C -2.04 -1.27 -0.12  0.5256
N -2.31 -2.35 0.31  -0.5833
H -1.94 0.12 -1.67  0.2814
H -1.66 -3.07 0.60  0.4089
C 1.70 0.75 0.25  -0.6058
C 1.55 -0.53 0.25  -0.0265
S 1.34 -2.08 0.25  0.0987
H 2.52 1.24 -0.25  0.2586
H 1.00 1.40 0.76  0.2760

Values from the calculation:
HOMO energy, eV: -8.93
Lowest unoccupied orbital energy, hartree: -0.01312
Energy above the lowest of the compared OMol25 structures with the same formula, charge and spin, kcal per mole: 62.6
Structure (SMILES): N#CC=C=N.C=C=S


8.
A single C5H4N3O2P molecule in a non-equilibrium geometry. Source: the Open Molecules 2025 dataset; level of theory: wB97M-V/def2-TZVPD.

Each line ends with the natural charge from an NBO analysis.
Geometry (Å):
O 3.41 -1.23 0.26  -0.4869
N 2.31 -0.66 0.18  0.1264
C 1.09 -1.22 0.41  -0.0552
C -0.03 -0.34 0.32  -0.3061
P -1.86 -0.61 0.45  0.5197
C -2.09 1.21 0.21  -0.1420
N -0.97 1.84 0.29  -0.3632
C 0.15 1.04 0.28  0.2086
N 1.42 1.57 0.18  0.1191
O 1.70 2.81 0.14  -0.4712
C 2.38 0.69 -0.03  0.1235
H 0.90 -2.21 0.64  0.2324
H -2.13 -1.35 -0.68  0.0153
H -3.13 1.56 0.32  0.2247
H 3.43 1.11 -0.25  0.2551

Values from the calculation:
HOMO energy (spin up / spin down), eV: -8.83 / -8.83
Lowest unoccupied orbital energy (spin up / spin down), hartree: -0.03466 / -0.03465
Energy above the lowest of the compared OMol25 structures with the same formula, charge and spin, kcal per mole: 12.7
Structure (SMILES): [O-][n+]1cc2[pH]cnc2[n+]([O-])c1


9.
2 unconnected molecules or ions with the total composition C5H4N3OS2 in a non-equilibrium geometry. Source: the Open Molecules 2025 dataset; level of theory: wB97M-V/def2-TZVPD.

Each line ends with the natural charge from an NBO analysis.
Geometry (Å):
C 0.04 -0.58 1.00  -0.0742
C -0.93 0.27 1.35  -0.1662
C 0.07 1.05 -0.58  0.0670
C 3.18 0.17 2.04  0.8778
C 3.92 -1.84 0.80  -0.1976
N 0.59 -0.11 -0.15  -0.5789
N 3.34 -0.98 1.72  -0.5702
N -0.85 1.23 0.32  -0.5628
O 3.02 1.14 2.67  -0.5530
S 5.44 -1.52 0.35  -0.2115
S 3.01 -3.15 0.25  -0.3304
H 0.24 -1.57 1.52  0.2507
H -1.65 0.33 2.17  0.2147
H -1.54 1.99 0.26  0.3945
H 1.24 -0.77 -0.64  0.4400

Values from the calculation:
HOMO energy, eV: -3.75
Net charge: -1
Lowest unoccupied orbital energy, hartree: 0.11768
Energy above the lowest of the compared OMol25 structures with the same formula, charge and spin, kcal per mole: 0.0


10.
2 unconnected molecules or ions with the total composition C5H4N4 in a non-equilibrium geometry. Source: the Open Molecules 2025 dataset; level of theory: wB97M-V/def2-TZVPD.

Each line ends with the natural charge from an NBO analysis.
Geometry (Å):
N 2.49 1.94 -1.88  -0.2292
C 2.14 1.39 -0.94  0.2107
C 1.81 0.87 0.39  0.0852
N 0.92 1.52 1.07  -0.5148
C 2.29 -0.32 0.76  0.2000
N 2.45 -1.38 1.11  -0.1607
H 0.56 2.40 0.90  0.3912
C -0.73 -1.53 -0.69  -0.6721
C -0.86 -0.63 0.28  0.4270
N -1.17 0.12 1.16  -0.6278
H -0.25 -2.40 -0.31  0.2459
H -0.68 -1.18 -1.72  0.2474
H -0.53 0.76 1.57  0.3972

Values from the calculation:
HOMO energy, eV: -8.99
Lowest unoccupied orbital energy, hartree: -0.07131
Energy above the lowest of the compared OMol25 structures with the same formula, charge and spin, kcal per mole: 111.4
Structure (SMILES): N#CC(=N)C#N.C=C=N


11.
A single C5H4N4 molecule in a non-equilibrium geometry. Source: the Open Molecules 2025 dataset; level of theory: wB97M-V/def2-TZVPD.

Each line ends with the natural charge from an NBO analysis.
Geometry (Å):
C -0.72 1.21 -1.26  0.2284
C 2.15 0.22 0.67  0.2158
C -1.37 -0.54 0.41  -0.3526
C -0.64 0.70 0.05  -0.3275
C 1.22 -0.39 -0.19  -0.1302
N -0.74 1.57 -2.35  -0.3076
N 2.87 0.78 1.36  -0.2476
N -0.49 -1.73 0.48  -0.0135
N 0.66 -1.59 0.19  -0.0895
H -1.85 -0.49 1.39  0.2439
H -2.12 -0.82 -0.33  0.2479
H -0.43 1.41 0.84  0.2608
H 1.46 -0.32 -1.25  0.2717

Values from the calculation:
HOMO energy (spin up / spin down), eV: -9.88 / -9.88
Lowest unoccupied orbital energy (spin up / spin down), hartree: -0.03286 / -0.03287
Energy above the lowest of the compared OMol25 structures with the same formula, charge and spin, kcal per mole: 98.4


12.
2 unconnected molecules or ions with the total composition C5H4N4 in a non-equilibrium geometry. Source: the Open Molecules 2025 dataset; level of theory: wB97M-V/def2-TZVPD.

Each line ends with the natural charge from an NBO analysis.
Geometry (Å):
H 2.41 -1.57 0.34  0.3626
N 1.80 -1.17 -0.37  -0.5558
C 2.00 0.05 -0.63  0.0385
C 2.98 0.89 -0.02  0.1819
N 3.76 1.52 0.52  -0.2261
H 1.38 0.52 -1.39  0.2139
N -4.49 0.76 -0.66  -0.3202
C -3.45 0.67 -0.17  0.2696
C -2.19 0.61 0.43  -0.5820
C -1.44 -0.46 0.41  0.5014
N -0.83 -1.48 0.60  -0.5873
H -1.85 1.51 0.92  0.2759
H -0.08 -1.84 0.02  0.4273

Values from the calculation:
HOMO energy, eV: -9.45
Lowest unoccupied orbital energy, hartree: -0.03491
Energy above the lowest of the compared OMol25 structures with the same formula, charge and spin, kcal per mole: 77.0
Structure (SMILES): [H]/N=C\C#N.N#CC=C=N


Question: Among the records above, which one has the lowest energy above the lowest of the compared OMol25 structures with the same formula, charge and spin?
Answer: C5H4N3OS2


Question: What is the energy above the lowest of the compared OMol25 structures with the same formula, charge and spin in the tenth record?
Answer: 111.4 kcal per mole


Question: Among the records above, which one has the lowest energy above the lowest of the compared OMol25 structures with the same formula, charge and spin?
Answer: C5H4N3OS2